Density functional theory data (the ωB97M-V functional and the def2-TZVPD basis) for a structure of composition C63H59B2HgN13O4.

## Properties
Spin multiplicity: 2
Maximum force in hartree/bohr: 0.0153
Charge: -1
ΔE to the lowest compared entry with this formula, charge and spin in eV: 0.327
Lowest unoccupied orbital energy (alpha / beta) in eV: 1.7 / 1.7

Structure (XYZ):
```
142
C63H59B2HgN13O4, DFT the ωB97M-V functional and the def2-TZVPD basis
Hg -0.03345 -0.93542 -0.67987
C 5.39256 -1.37814 1.64746
C 4.40516 -0.90385 0.62798
C 4.59669 0.08926 -0.29902
C 3.39938 0.16159 -1.03306
N 2.51778 -0.72204 -0.55408
N 3.15015 -1.38531 0.45624
B 2.61653 -2.63974 1.20444
N 1.48410 -2.35792 2.22627
N 0.25377 -1.85109 1.96605
C -0.36145 -1.73697 3.14886
C 0.47878 -2.19943 4.17629
C 1.64242 -2.57227 3.55904
C 2.86717 -3.12448 4.21696
C -1.69481 -1.15970 3.45381
C -1.77742 -0.28343 4.53982
C -2.99096 0.25951 4.93633
C -4.15626 -0.06929 4.25676
C -4.09346 -0.97034 3.20345
C -2.87961 -1.52215 2.81880
N 2.36078 -3.79333 0.19350
N 1.50407 -3.74014 -0.85291
C 1.61786 -4.90124 -1.49702
C 2.55496 -5.72718 -0.84231
C 3.01795 -4.98541 0.21481
C 4.04187 -5.39112 1.22776
C 0.87677 -5.27317 -2.72144
C 1.37036 -6.30483 -3.52419
C 0.70344 -6.70187 -4.67386
C -0.47767 -6.07483 -5.04641
C -0.96863 -5.03627 -4.26749
C -0.29562 -4.63559 -3.12427
C 3.24632 1.08375 -2.17876
C 3.80393 2.35945 -2.07594
C 3.76996 3.23972 -3.14665
C 3.17260 2.85811 -4.33954
C 2.62038 1.58951 -4.45173
C 2.66836 0.70447 -3.38571
H 6.29951 -0.78023 1.56008
H 5.00604 -1.26941 2.66275
H 5.65364 -2.42646 1.50418
H 5.49792 0.65848 -0.46031
H 3.51390 -3.01390 1.88518
H 0.25737 -2.24718 5.23117
H 2.66978 -3.23852 5.28268
H 3.14159 -4.09819 3.81213
H 3.72646 -2.46122 4.09703
H -0.87110 -0.02020 5.07103
H -3.02564 0.94179 5.77884
H -5.10563 0.35625 4.55987
H -4.99669 -1.25649 2.67780
H -2.85604 -2.25322 2.03152
H 2.86634 -6.72572 -1.10436
H 4.36743 -6.41013 1.01929
H 4.91726 -4.73967 1.20138
H 3.63863 -5.36234 2.24056
H 2.30119 -6.79018 -3.25828
H 1.11449 -7.49596 -5.28663
H -1.00417 -6.38377 -5.94206
H -1.87776 -4.52005 -4.55280
H -0.66220 -3.79721 -2.55264
H 4.25532 2.66608 -1.13871
H 4.20878 4.22608 -3.04768
H 3.13710 3.54647 -5.17558
H 2.14872 1.28129 -5.37750
H 2.25791 -0.28772 -3.48317
O -5.87445 5.40989 -1.53608
C -4.63801 5.16489 -1.01592
O -3.99624 6.10698 -0.62398
C -4.18406 3.76417 -0.97634
C -2.84168 3.50811 -0.66099
C -2.35471 2.22687 -0.59824
C -3.16840 1.10104 -0.85784
C -4.52959 1.36708 -1.15995
C -5.00857 2.65716 -1.21893
N -2.60957 -0.13920 -0.75217
C -3.31074 -1.20556 -1.11281
C -2.87264 -2.52429 -0.86292
C -3.73712 -3.62539 -1.10129
C -3.40331 -4.86725 -0.63384
C -2.19844 -5.02937 0.07460
C -1.36526 -3.93562 0.19143
N -1.65552 -2.72487 -0.28684
H -6.24807 4.59261 -1.87880
H -2.18747 4.35308 -0.47435
H -1.31733 2.04056 -0.36249
H -5.22005 0.55530 -1.33553
H -6.06804 2.78593 -1.42314
H -4.27548 -1.12948 -1.61024
H -4.66794 -3.45266 -1.63018
H -4.06121 -5.71292 -0.79773
H -1.91137 -5.98383 0.49363
H -0.41433 -4.02686 0.69814
B -1.50265 0.14243 -3.85286
N -0.47297 -1.01248 -4.07162
C -0.08325 -1.52658 -5.24915
C 0.95552 -2.41485 -5.02213
C 1.13446 -2.37706 -3.63682
N 0.26908 -1.53399 -3.07754
N -0.78790 1.28070 -3.05024
C -0.72918 2.57404 -3.39873
C -0.00998 3.26433 -2.43632
C 0.34486 2.28122 -1.51330
N -0.13198 1.09867 -1.88923
H -2.46707 -0.26099 -3.25630
H -1.78127 0.59322 -4.94088
H -0.56035 -1.21756 -6.16577
H 1.49443 -3.00694 -5.74415
H 1.86096 -2.89094 -3.02620
H -1.19612 2.91875 -4.30767
H 0.22312 4.31675 -2.41317
H 0.89846 2.36867 -0.59082
C 0.87318 5.49330 0.37779
O -0.27093 4.97277 1.03141
C -0.84606 5.69407 2.00755
C -0.57004 7.03669 2.23409
C -1.32468 7.77323 3.13706
C -2.37462 7.17701 3.81273
C -2.61823 5.82453 3.62945
C -1.83708 5.05916 2.77761
N -2.14052 3.67641 2.64863
C -1.31429 2.64263 2.48928
C -0.01274 2.52762 2.94323
C 0.50768 3.25472 4.05178
C 1.77816 3.04873 4.48537
C 2.61092 2.10945 3.79636
C 2.16621 1.40936 2.72334
C 0.82463 1.59147 2.20825
O 0.44338 1.08516 1.13875
H 1.23966 4.69368 -0.26107
H 1.64980 5.75807 1.10029
H 0.62251 6.36214 -0.23622
H 0.21520 7.52018 1.66940
H -1.10331 8.82268 3.28426
H -2.99748 7.75456 4.48312
H -3.41996 5.33661 4.17268
H -3.12007 3.47456 2.50569
H -1.74300 1.78754 1.97809
H -0.14494 3.93700 4.58771
H 2.15106 3.56579 5.36037
H 3.62676 1.95935 4.14857
H 2.80530 0.71029 2.19405
```